16
Properties=species:S:1:pos:R:3 method="wB97M-V/def2-TZVPD" e_above_lowest_kcal_mol=66.64 e_lumo_ev=1.0925 homo_lumo_gap_ev=10.5
C -1.61 -1.21 -0.02
C -0.58 -0.29 -0.67
C -0.74 1.23 -0.39
C 0.65 1.26 0.33
C 0.78 -0.20 0.00
N 1.67 -1.08 0.18
O 2.77 -0.52 0.84
H -2.58 -1.11 -0.52
H -1.74 -0.96 1.04
H -1.29 -2.26 -0.08
H -0.50 -0.52 -1.74
H -0.79 1.85 -1.28
H -1.58 1.48 0.26
H 0.62 1.48 1.40
H 1.42 1.90 -0.12
H 3.37 -1.26 0.92



58
Properties=species:S:1:pos:R:3 method="wB97M-V/def2-TZVPD" e_above_lowest_kcal_mol=20.16 e_lumo_ev=0.2876 homo_lumo_gap_ev=9.7
C -1.39 1.46 -1.24
C -0.94 1.03 0.17
C -2.15 0.53 1.05
C -3.31 -0.09 0.30
O -2.69 1.66 1.71
N 0.06 -0.08 0.16
C 1.36 0.34 -0.33
N 2.36 -0.70 0.06
H -1.69 0.61 -1.82
H -0.55 1.91 -1.75
H -2.17 2.14 -1.19
H -0.46 1.91 0.71
H -1.77 -0.19 1.88
H -3.01 -1.09 -0.17
H -4.18 -0.22 0.98
H -3.68 0.52 -0.56
H -2.03 1.99 2.37
H -0.29 -0.87 -0.39
H 1.35 0.41 -1.43
H 1.64 1.37 0.07
H 2.56 -0.67 1.07
H 3.25 -0.51 -0.39
H 1.74 -2.06 -1.21
H 2.44 -2.94 -2.31
O 1.64 -2.52 -2.07
H 0.11 2.58 2.86
H -0.66 2.65 4.13
O -0.60 2.15 3.35
H -0.95 -2.91 0.67
H -2.31 -3.52 0.30
O -1.63 -3.05 -0.05
H 0.97 1.19 -3.21
H 1.17 2.40 -3.92
O 1.35 2.06 -3.11
H 1.52 3.21 1.11
H 2.23 2.28 2.15
O 1.58 3.00 2.07
H -2.09 -1.62 -1.86
H -1.53 -2.50 -2.91
O -1.88 -1.60 -2.76
H 0.95 -2.20 1.25
H 0.09 -2.07 2.52
O 0.28 -2.74 1.78
H 1.02 -1.21 -3.10
H -0.47 -0.76 -3.23
O 0.47 -0.46 -3.39
H 1.09 4.27 -1.01
H 1.46 2.92 -1.61
O 1.48 3.44 -0.81
H -0.10 0.46 3.32
H 0.31 -0.22 1.99
O 0.36 -0.32 3.00
H 3.43 0.32 3.49
H 1.97 0.17 3.00
O 2.91 0.51 2.75
H 0.20 -3.53 -2.36
H -0.95 -3.90 -1.49
O -0.63 -3.93 -2.38



88
Properties=species:S:1:pos:R:3 method="wB97M-V/def2-TZVPD" e_above_lowest_kcal_mol=3.87 total_charge=-1 e_lumo_ev=2.0800 homo_lumo_gap_ev=6.2
Tl -0.24 1.88 -2.71
N -0.39 1.39 0.72
C -0.72 0.19 1.32
C -1.10 0.18 2.67
C -1.40 -1.00 3.32
C -1.32 -2.21 2.65
C -0.97 -2.21 1.31
C -0.70 -1.03 0.61
P -0.46 -1.03 -1.23
C 1.07 -2.02 -1.43
C 1.42 -2.37 -2.73
C 2.60 -3.06 -2.98
C 3.45 -3.40 -1.93
C 3.11 -3.02 -0.64
C 1.94 -2.33 -0.39
C -1.77 -2.31 -1.61
C -1.53 -3.62 -2.03
C -2.58 -4.51 -2.25
C -3.89 -4.11 -2.04
C -4.15 -2.81 -1.62
C -3.10 -1.93 -1.41
H 0.30 1.32 -0.03
H -0.16 2.13 1.36
H -1.15 1.13 3.21
H -1.70 -0.97 4.37
H -1.54 -3.14 3.15
H -0.94 -3.15 0.77
H 0.78 -2.08 -3.56
H 2.86 -3.33 -4.00
H 4.37 -3.93 -2.13
H 3.79 -3.25 0.18
H 1.70 -2.02 0.62
H -0.52 -3.96 -2.20
H -2.36 -5.52 -2.58
H -4.71 -4.81 -2.21
H -5.17 -2.48 -1.45
H -3.31 -0.93 -1.07
O -4.49 1.71 3.74
C -5.55 1.85 2.81
N -4.94 1.69 1.52
C -5.68 1.86 0.40
O -6.86 2.17 0.46
C -4.98 1.64 -0.91
C -5.73 1.27 -2.02
C -5.08 1.04 -3.22
C -3.69 1.18 -3.26
N -2.98 1.56 -2.21
C -3.62 1.80 -1.06
H -4.86 1.71 4.62
H -6.02 2.83 2.87
H -6.32 1.09 2.96
H -4.00 1.31 1.49
H -6.80 1.16 -1.92
H -5.62 0.73 -4.10
H -3.13 0.96 -4.17
H -2.98 2.12 -0.24
C 3.57 -1.08 4.44
C 3.83 0.18 3.66
C 4.80 1.09 4.07
C 5.02 2.27 3.36
C 4.24 2.54 2.25
C 3.26 1.65 1.82
C 3.08 0.47 2.52
S 4.58 3.98 1.29
O 5.52 4.80 2.01
O 3.32 4.52 0.87
N 5.40 3.43 -0.02
C 4.94 2.22 -0.74
C 3.65 2.41 -1.54
C 2.98 1.03 -1.67
O 3.64 0.12 -2.18
O 1.79 0.95 -1.20
H 4.47 -1.43 4.94
H 3.21 -1.88 3.78
H 2.81 -0.91 5.20
H 5.39 0.88 4.95
H 5.78 2.98 3.67
H 2.67 1.85 0.93
H 2.34 -0.25 2.17
H 6.37 3.38 0.26
H 4.83 1.39 -0.04
H 5.74 1.95 -1.42
H 3.89 2.78 -2.53
H 2.97 3.11 -1.06
F -1.09 0.96 -5.62
C -0.45 0.26 -4.56
F -1.26 -0.89 -4.40
H 0.47 -0.13 -5.03



34
Properties=species:S:1:pos:R:3 method="wB97M-V/def2-TZVPD" multiplicity=3 e_lumo_ev="0.2265 / -0.4537" homo_lumo_gap_ev="4.5 / 7.7"
C 2.41 -3.33 -1.53
C 2.27 -4.65 -1.87
C 1.06 -5.29 -2.21
C -0.19 -4.65 -2.36
C -0.44 -3.32 -2.19
Au 0.87 -2.09 -1.30
P 2.45 -0.31 -0.83
H 3.41 -2.93 -1.29
H 3.17 -5.29 -1.87
H 1.09 -6.37 -2.42
H -1.44 -2.93 -2.48
H -1.02 -5.29 -2.69
H 2.25 0.84 -1.66
H 3.81 -0.63 -1.10
H 2.52 0.24 0.50
C -1.18 0.09 2.49
N -1.02 1.05 1.41
C -0.97 0.73 0.08
Se -1.29 -0.98 -0.56
N -0.89 1.92 -0.59
C -0.93 3.00 0.31
C -1.10 4.36 0.11
C -1.31 5.15 1.25
C -1.39 4.58 2.53
C -1.26 3.19 2.71
C -1.00 2.44 1.57
H -2.14 0.24 2.99
H -0.37 0.24 3.22
H -1.12 -0.92 2.06
H -0.82 2.00 -1.60
H -1.06 4.77 -0.90
H -1.42 6.24 1.16
H -1.57 5.22 3.40
H -1.36 2.69 3.68



58
Properties=species:S:1:pos:R:3 method="wB97M-V/def2-TZVPD" total_charge=+1 e_lumo_ev=-2.7537 homo_lumo_gap_ev=9.0
C -1.74 -0.76 -0.45
C -0.67 0.21 -1.05
C -0.85 0.44 -2.59
N -0.01 1.50 -3.15
C 0.04 2.72 -2.34
C 0.22 2.44 -0.79
B 0.10 3.81 0.09
N 0.49 3.74 1.52
O -0.37 5.01 -0.44
N -0.93 1.56 -0.42
H -1.67 -1.78 -0.85
H -2.73 -0.33 -0.72
H -1.61 -0.72 0.65
H 0.36 -0.13 -0.89
H -1.91 0.74 -2.73
H -0.64 -0.51 -3.10
H 0.91 1.17 -3.41
H -0.94 3.23 -2.43
H 0.84 3.36 -2.72
H 1.20 1.97 -0.58
H 0.69 2.79 1.81
H 1.36 4.26 1.59
H -0.98 5.41 0.18
H -1.13 1.50 0.58
H -1.77 1.91 -0.90
N 0.90 -2.59 -3.04
C 0.91 -3.88 -2.71
C 2.05 -4.67 -2.68
C 3.26 -4.08 -3.02
C 3.28 -2.73 -3.38
C 2.08 -2.04 -3.37
H -0.06 -4.30 -2.46
H 2.00 -5.71 -2.40
H 4.18 -4.65 -3.02
H 4.20 -2.24 -3.65
H 2.04 -0.99 -3.63
N 4.22 2.50 4.19
C 3.18 3.21 3.75
C 2.50 4.15 4.52
C 2.94 4.37 5.81
C 4.02 3.65 6.29
C 4.63 2.73 5.44
H 2.87 3.00 2.73
H 1.66 4.69 4.11
H 2.44 5.10 6.45
H 4.39 3.79 7.30
H 5.48 2.15 5.77
N -3.29 -3.60 -0.62
C -3.33 -4.40 0.45
C -4.50 -4.86 1.03
C -5.70 -4.46 0.48
C -5.69 -3.62 -0.63
C -4.47 -3.23 -1.14
H -2.36 -4.69 0.84
H -4.46 -5.51 1.89
H -6.64 -4.79 0.91
H -6.61 -3.29 -1.09
H -4.41 -2.58 -2.01



97
Properties=species:S:1:pos:R:3 method="wB97M-V/def2-TZVPD" e_above_lowest_kcal_mol=7.36 total_charge=+1 e_lumo_ev=-2.7374 homo_lumo_gap_ev=6.8
Pb 0.81 -0.98 0.44
C 1.39 -2.40 3.69
O 1.75 -1.24 2.93
C 3.05 -0.78 3.05
C 3.96 -1.29 3.97
C 5.24 -0.77 4.02
C 5.62 0.25 3.17
C 4.72 0.75 2.25
C 3.42 0.25 2.17
N 2.46 0.69 1.21
N 2.84 1.72 0.57
C 2.06 2.36 -0.33
C 0.65 2.20 -0.46
O -0.03 1.20 -0.06
C -0.07 3.30 -1.08
C 0.56 4.33 -1.67
C 1.99 4.42 -1.71
C 2.64 5.45 -2.40
C 4.01 5.52 -2.44
C 4.76 4.54 -1.78
C 4.14 3.52 -1.09
C 2.74 3.44 -1.04
H 1.40 -2.17 4.76
H 2.05 -3.24 3.47
H 0.38 -2.66 3.37
H 3.67 -2.09 4.63
H 5.94 -1.17 4.74
H 6.62 0.66 3.21
H 4.99 1.55 1.57
H -1.15 3.24 -1.06
H -0.01 5.13 -2.13
H 2.04 6.20 -2.91
H 4.51 6.31 -2.97
H 5.84 4.58 -1.81
H 4.73 2.76 -0.59
O -0.02 -4.55 -0.70
Cl -0.03 -4.24 0.69
O -0.36 -5.35 1.51
O -1.03 -3.17 0.91
O 1.26 -3.69 1.08
N 1.97 -0.54 -3.17
C 2.98 -0.96 -2.32
C 4.29 -0.91 -2.82
C 5.33 -1.34 -2.03
C 5.05 -1.84 -0.76
C 3.75 -1.85 -0.34
N 2.73 -1.39 -1.09
C 0.59 -0.56 -3.14
C -0.05 -0.23 -4.35
C -1.42 -0.25 -4.41
C -2.14 -0.62 -3.27
C -1.43 -0.90 -2.12
N -0.10 -0.86 -2.04
H 2.33 -0.23 -4.06
H 4.47 -0.54 -3.83
H 6.34 -1.31 -2.40
H 5.83 -2.21 -0.11
H 3.48 -2.24 0.63
H 0.54 0.02 -5.22
H -1.93 -0.02 -5.33
H -3.21 -0.71 -3.29
H -1.78 -2.30 -0.63
N -2.15 -1.41 -0.99
P -3.19 -0.70 0.08
C -2.49 0.19 1.45
C -2.79 1.53 1.67
C -2.25 2.18 2.77
C -1.41 1.51 3.64
C -1.12 0.17 3.43
C -1.66 -0.49 2.34
C -4.26 0.41 -0.83
C -5.64 0.29 -0.74
C -6.46 1.17 -1.43
C -5.89 2.19 -2.19
C -4.51 2.33 -2.26
C -3.69 1.45 -1.58
C -4.11 -2.08 0.71
C -4.31 -2.26 2.07
C -4.99 -3.39 2.52
C -5.47 -4.31 1.61
C -5.30 -4.12 0.25
C -4.62 -3.00 -0.21
H -3.43 2.08 0.99
H -2.49 3.22 2.94
H -0.99 2.02 4.49
H -0.47 -0.36 4.11
H -1.45 -1.55 2.19
H -6.08 -0.50 -0.15
H -7.53 1.08 -1.36
H -6.53 2.88 -2.72
H -4.08 3.13 -2.85
H -2.62 1.57 -1.62
H -3.94 -1.54 2.78
H -5.13 -3.54 3.58
H -5.99 -5.20 1.97
H -5.69 -4.84 -0.46
H -4.47 -2.86 -1.27



13
Properties=species:S:1:pos:R:3 method="wB97M-V/def2-TZVPD" e_above_lowest_kcal_mol=95.21 e_lumo_ev=-0.8802 homo_lumo_gap_ev=7.5
C -1.01 -0.98 -0.01
C -0.11 0.19 -0.12
O 1.12 0.02 -0.72
C 1.93 -1.05 -0.49
O 1.78 -1.89 0.35
C -0.32 1.47 0.33
C -1.64 1.97 0.53
H -1.01 -1.58 -0.93
H -2.01 -0.62 0.25
H -0.62 -1.61 0.80
H 0.62 2.02 0.41
H 2.78 -0.99 -1.19
H -1.50 3.04 0.80



55
Properties=species:S:1:pos:R:3 method="wB97M-V/def2-TZVPD" e_above_lowest_kcal_mol=0.00 total_charge=+2 e_lumo_ev=-7.6173 homo_lumo_gap_ev=7.1
Pd -0.69 -0.14 0.59
Se -3.77 3.97 -4.91
N -3.46 4.28 -3.19
C -2.84 3.24 -2.71
C -2.40 3.13 -1.33
C -2.52 4.14 -0.37
C -2.02 3.92 0.90
C -1.43 2.70 1.21
N -1.33 1.73 0.31
C -1.78 1.93 -0.96
C -1.52 0.88 -1.90
N -0.83 -0.19 -1.42
C -0.43 -1.14 -2.25
C -0.74 -1.10 -3.60
C -1.48 -0.05 -4.10
C -1.87 0.98 -3.24
C -2.57 2.18 -3.65
N -2.99 2.38 -4.87
H -2.99 5.07 -0.64
H -2.08 4.68 1.66
H -1.06 2.49 2.20
H 0.14 -1.96 -1.81
H -0.41 -1.91 -4.24
H -1.74 0.00 -5.15
F 1.76 -4.47 1.54
C 2.06 -3.44 2.31
F 3.35 -3.17 2.24
F 1.69 -3.64 3.55
S 1.16 -1.91 1.66
O 2.20 -1.23 0.84
O 0.68 -1.17 2.78
N 0.03 -2.27 0.61
S -0.97 -3.56 1.03
O -0.96 -3.70 2.44
O -0.65 -4.60 0.12
C -2.70 -3.03 0.53
F -2.92 -3.36 -0.72
F -2.90 -1.70 0.66
F -3.54 -3.65 1.33
C 3.49 0.44 2.86
Si 3.53 0.00 1.06
C 2.93 1.35 -0.09
C 5.03 -0.90 0.46
H 4.30 1.14 3.06
H 3.65 -0.43 3.50
H 2.56 0.91 3.16
H 3.76 1.72 -0.69
H 2.51 2.20 0.46
H 2.17 0.97 -0.78
H 5.86 -0.21 0.39
H 4.87 -1.32 -0.53
H 5.32 -1.71 1.13
O -1.66 0.10 2.61
H -1.20 -0.40 3.31
H -2.59 -0.16 2.67



40
Properties=species:S:1:pos:R:3 method="wB97M-V/def2-TZVPD" e_above_lowest_kcal_mol=59.55 e_lumo_ev=-1.0353 homo_lumo_gap_ev=8.6
C -0.29 2.07 3.23
C -0.64 0.71 2.59
N 0.06 0.71 1.26
C -0.56 1.01 0.07
O -1.58 1.68 0.04
C -0.12 0.34 -1.19
C -0.33 0.93 -2.43
C 0.21 0.43 -3.69
C 0.10 1.03 -4.88
C 0.37 0.41 -6.12
N 0.01 1.07 -7.35
O 0.34 2.23 -7.48
O -0.43 0.43 -8.29
C 0.83 -0.96 -6.08
C 1.01 -1.62 -4.86
C 0.64 -0.92 -3.60
O 0.75 -1.65 -2.41
C 0.58 -1.03 -1.23
O 0.75 -1.63 -0.25
C -0.18 -0.50 3.42
C -1.19 -0.78 4.51
C -0.35 -1.21 5.75
C 1.01 -1.33 5.12
O 1.13 -0.37 4.06
H -0.61 2.27 4.27
H -0.75 2.83 2.56
H 0.78 2.10 3.14
H -1.68 0.61 2.47
H 0.85 0.01 1.24
H -0.68 1.95 -2.43
H -0.48 2.04 -4.87
H 1.08 -1.51 -6.97
H 1.42 -2.64 -4.80
H -0.16 -1.42 2.71
H -2.06 -1.53 4.39
H -1.69 0.15 4.79
H -0.68 -2.07 6.28
H -0.32 -0.41 6.51
H 1.77 -1.08 5.93
H 1.09 -2.35 4.62



Number 1: E_tot -8866.3229 eV. Number 2: E_tot -35401.4989 eV. Number 3: E_tot -86432.8918 eV. Number 4: E_tot -95043.3830 eV. Number 5: E_tot -32886.4875 eV. Number 6: E_tot -95539.5480 eV. Number 7: E_tot -9372.9668 eV. Number 8: E_tot -150257.7773 eV. Number 9: E_tot -32112.4101 eV.